*P*
This record from the Open Molecules 2025 dataset describes a 2-piece molecular cluster, CH3NOS2 overall. The level of theory is ωB97M-V with the def2-TZVPD basis set.

Positions of all 8 atoms, in Å:
C  1.7230  0.1212  -0.0537
N  -0.8543  -0.0544  0.5284
O  -3.8343  -1.1050  0.0336
S  0.0878  0.9922  -0.0189
S  -3.1817  0.1575  -0.3038
H  1.7321  -0.6111  0.7457
H  2.4961  0.8673  0.0855
H  1.8312  -0.3677  -1.0168

Results
Multiplicity: 1
LUMO (alpha / beta): -1.14 / -1.21 eV

Here is what natural (NBO) gives for the atomic charges, in e:
1 C -0.81
2 N -0.73
3 O -0.75
4 S 0.79
5 S 0.78
6 H 0.25
7 H 0.22
8 H 0.23

*Q*
This record from the Open Molecules 2025 dataset describes one molecule with the formula CH3NOS2. The level of theory is ωB97M-V with the def2-TZVPD basis set.

Positions of all 8 atoms, in Å:
N  -0.4544  -0.6347  0.1457
S  -0.0518  0.4214  1.4379
S  1.9189  -0.1998  1.5402
C  2.6079  0.7711  0.2232
O  3.7297  0.7403  -0.1405
H  -0.8924  -1.4027  0.5561
H  -1.1625  -0.0362  -0.3847
H  1.6875  1.2004  -0.1863

Results
SMILES: NSSC=O
Multiplicity: 1
LUMO: 0.20 eV

Here is what natural (NBO) gives for the atomic charges, in e:
1 N -0.95
2 S 0.25
3 S 0.07
4 C 0.27
5 O -0.50
6 H 0.37
7 H 0.38
8 H 0.12

*Q* is the most stable structure; the next one sits 84.9 kcal/mol above it.

*P*
This record from the Open Molecules 2025 dataset describes CH3NOS2 as an isolated structure. The level of theory is ωB97M-V with the def2-TZVPD basis set.

Positions of all 8 atoms, in Å:
C  -1.9315  0.4570  -1.1964
N  1.9469  -0.5635  1.2610
O  -3.0572  0.5570  -1.6041
S  -1.3369  0.8177  0.3452
S  1.1074  -0.4039  -0.0895
H  -1.0583  0.0904  -1.9401
H  1.9835  -1.2929  1.8313
H  2.3462  0.3383  1.3925

Results
Multiplicity: 1
LUMO (alpha / beta): -1.88 / -1.92 eV

Here is what natural (NBO) gives for the atomic charges, in e:
1 C 0.18
2 N -0.91
3 O -0.55
4 S -0.01
5 S 0.40
6 H 0.10
7 H 0.39
8 H 0.41

*Q*
This record from the Open Molecules 2025 dataset describes one molecule with the formula CH3NOS2. The level of theory is ωB97M-V with the def2-TZVPD basis set.

Positions of all 8 atoms, in Å:
O  -1.9708  0.1353  -0.0423
N  -0.7395  -0.5343  -0.3278
C  0.6164  0.4560  -0.0821
S  0.3335  2.0656  -0.0724
S  2.0320  -0.4795  0.1507
H  -1.7618  1.0500  -0.2553
H  -0.5102  -1.0373  0.5722
H  2.8805  0.5543  0.1978

Results
SMILES: ONC(=S)S
Multiplicity: 1
LUMO: -0.48 eV

Here is what natural (NBO) gives for the atomic charges, in e:
1 O -0.56
2 N -0.30
3 C -0.25
4 S 0.00
5 S 0.15
6 H 0.47
7 H 0.34
8 H 0.16

*P* is the most stable structure; the next one sits 12.5 kcal/mol above it.

*P*
This record from the Open Molecules 2025 dataset describes a 11-piece molecular cluster, H24NO10 overall. The level of theory is ωB97M-V with the def2-TZVPD basis set.

Positions of all 35 atoms, in Å:
N  -0.4011  -0.1868  0.0921
H  0.5369  -0.0905  -0.2797
H  -0.5440  -0.7978  0.8933
H  -0.9663  -0.5059  -0.6884
H  -0.7351  0.6895  0.4790
O  0.0471  -2.3760  1.7043
H  -0.2854  -3.1175  2.2136
H  0.7588  -2.7463  1.1742
O  -0.1377  2.6013  0.8306
H  -0.4747  3.0172  1.6262
H  0.7552  2.9423  0.7415
O  -2.2140  1.3818  2.7260
H  -1.9386  2.2919  2.8462
H  -2.7388  1.3900  1.9224
O  -1.5098  0.7776  -3.2487
H  -0.7026  0.2942  -3.0482
H  -1.2263  1.6852  -3.3787
O  0.8227  -0.3802  -2.4634
H  1.6355  0.0607  -2.7207
H  0.8099  -1.1848  -2.9876
O  1.2749  -0.1644  3.9677
H  0.6180  -0.1589  3.2696
H  0.9581  -0.8212  4.5905
O  2.5679  0.1288  0.1241
H  3.4058  -0.0887  -0.2904
H  2.3833  1.0243  -0.1667
O  -1.0948  3.4548  -1.6817
H  -0.7730  3.0125  -0.8905
H  -0.5137  4.2098  -1.7927
O  1.9634  -3.0730  -0.3779
H  2.4376  -2.3155  -0.7255
H  2.0317  -3.7393  -1.0647
O  -2.1318  -2.0405  -1.0529
H  -2.0564  -2.5153  -1.8831
H  -2.5626  -2.6594  -0.4598

Results
Charge: +1
Multiplicity: 1
LUMO: -3.40 eV

These are the natural (NBO) partial charges, in e, on atoms 1 to 8:
1 N -0.90
2 H 0.45
3 H 0.47
4 H 0.47
5 H 0.44
6 O -0.99
7 H 0.49
8 H 0.51

*Q*
This record from the Open Molecules 2025 dataset describes a 11-piece molecular cluster, H24NO10 overall. The level of theory is ωB97M-V with the def2-TZVPD basis set.

Positions of all 35 atoms, in Å:
N  0.9101  0.6642  0.4279
H  0.9021  0.3382  -0.5251
H  1.7801  0.4562  0.8329
H  0.1771  0.1142  0.9299
H  0.7071  1.6842  0.4269
O  0.0801  2.6632  -1.9181
H  0.4031  2.9022  -2.7931
H  -0.5469  1.9842  -2.2781
O  -0.8239  -2.7498  0.2949
H  -0.8519  -3.7238  0.1819
H  -0.0339  -2.4528  -0.1551
O  2.0251  -1.7848  1.8509
H  2.2411  -2.3618  1.1339
H  2.3111  -2.3928  2.5569
O  1.3941  -2.2588  -1.2721
H  0.9871  -3.0748  -1.6131
H  1.9151  -2.0308  -2.0301
O  -2.4689  0.8442  -0.0271
H  -1.9249  0.4622  -0.7451
H  -2.1789  0.4552  0.8039
O  -1.2029  -1.0228  -1.8091
H  -1.0589  -1.7708  -1.2311
H  -0.3449  -0.8788  -2.3071
O  -0.1799  -0.7028  3.7219
H  0.1511  -1.3638  3.1179
H  -0.2999  0.0982  3.2079
O  -0.6289  1.6372  2.8619
H  -0.8099  2.5202  2.5489
H  -1.1419  1.5942  3.6819
O  -1.5639  3.3752  0.3789
H  -2.0489  2.5102  0.2489
H  -1.1139  3.5192  -0.4201
O  1.0521  0.2292  -2.9571
H  1.5361  -0.3418  -3.6011
H  0.6501  0.8592  -3.5241

Results
Charge: +1
Multiplicity: 1
LUMO: -3.69 eV

These are the natural (NBO) partial charges, in e, on atoms 1 to 8:
1 N -0.86
2 H 0.45
3 H 0.45
4 H 0.46
5 H 0.47
6 O -0.94
7 H 0.48
8 H 0.47

*P* is the most stable structure; the next one sits 15.0 kcal/mol above it.

*P*
This record from the Open Molecules 2025 dataset describes a 2-piece molecular cluster, C4H12N4O overall. The level of theory is ωB97M-V with the def2-TZVPD basis set.

Positions of all 21 atoms, in Å:
H  2.0767  0.5613  1.3005
N  1.9055  -0.1038  0.5549
C  1.4569  0.4256  -0.5423
N  1.3913  -0.3476  -1.6787
O  1.9105  0.2139  -2.8658
H  1.3965  1.4978  -0.7571
H  1.6884  -1.3084  -1.5686
H  1.1369  0.4354  -3.4072
C  -1.5319  -0.3872  -0.6071
C  -0.9512  0.1819  0.4686
C  -1.3164  1.5758  0.9080
N  -0.3783  -0.5766  1.5160
N  -0.2248  -1.9724  1.4675
H  -1.3004  -1.3893  -0.9295
H  -2.0639  0.2228  -1.3167
H  -0.4253  2.1187  1.2274
H  -1.7762  2.1331  0.0943
H  -2.0070  1.5444  1.7557
H  -0.5898  -0.2640  2.4535
H  0.6259  -2.1548  0.9313
H  -1.0232  -2.4067  0.9953

Results
SMILES: [H]/N=C/NO.C=C(C)NN
Multiplicity: 1
LUMO: 0.82 eV

These are the natural (NBO) partial charges, in e, on atoms 1 to 8:
1 H 0.35
2 N -0.69
3 C 0.24
4 N -0.36
5 O -0.56
6 H 0.17
7 H 0.36
8 H 0.47

*Q*
This record from the Open Molecules 2025 dataset describes a 2-piece molecular cluster, C4H12N4O overall. The level of theory is ωB97M-V with the def2-TZVPD basis set.

Positions of all 21 atoms, in Å:
H  -1.5731  -1.7136  1.6638
N  -2.0955  -0.8417  1.8092
C  -2.3826  -0.2271  0.7473
N  -2.1155  -0.6104  -0.5287
O  -2.1493  0.3311  -1.5546
H  -2.9562  0.6893  0.8186
H  -1.4205  -1.3352  -0.6810
H  -1.4181  0.9622  -1.3931
C  0.0875  1.5679  0.9918
N  0.2450  0.9927  -0.1271
N  1.0394  -0.0647  -0.3231
C  1.9828  -0.5054  0.6821
C  1.4574  -0.2262  -1.6978
H  0.6079  1.3331  1.9130
H  -0.6442  2.3555  1.0257
H  2.4536  -1.4195  0.3319
H  1.4499  -0.7175  1.6085
H  2.7575  0.2440  0.8805
H  0.6690  0.1444  -2.3495
H  1.6250  -1.2839  -1.9035
H  2.3799  0.3253  -1.9140

Results
SMILES: [H]/N=C\NO.C=NN(C)C
Multiplicity: 1
LUMO: 0.75 eV

These are the natural (NBO) partial charges, in e, on atoms 1 to 8:
1 H 0.32
2 N -0.72
3 C 0.27
4 N -0.33
5 O -0.56
6 H 0.17
7 H 0.36
8 H 0.48

*Q* is the most stable structure; the next one sits 14.4 kcal/mol above it.

*P*
This record from the Open Molecules 2025 dataset describes a 20-piece molecular cluster, H40O20 overall. The level of theory is ωB97M-V with the def2-TZVPD basis set.

Positions of all 60 atoms, in Å:
O  0.8602  1.2932  -5.1053
H  1.2589  0.9063  -5.8999
H  0.7421  0.4838  -4.5339
O  -2.0325  -2.9474  -0.0569
H  -1.0833  -2.6878  0.0448
H  -2.0642  -3.8143  -0.4509
O  1.8324  2.3131  -2.7031
H  1.4473  2.1008  -3.6226
H  1.7689  1.5370  -2.0975
O  -1.4408  1.4591  0.6036
H  -0.9595  2.3289  0.5595
H  -1.6124  1.2982  1.5417
O  0.0756  3.4825  -0.9898
H  0.6023  3.0584  -1.7593
H  -0.2260  4.2505  -1.5336
O  0.1268  -1.6606  0.5362
H  1.0837  -1.9258  0.4719
H  0.1072  -1.4539  1.5393
O  2.7017  -0.5224  1.7695
H  2.9766  -1.3327  2.2051
H  3.2418  0.1769  2.0836
O  -0.2580  -1.8358  3.3391
H  -1.2613  -1.8931  3.2915
H  -0.0196  -0.9183  3.6541
O  0.2212  0.9025  3.0463
H  0.8928  0.3135  2.5776
H  0.5335  1.7857  2.9209
O  2.2368  -3.0197  2.4161
H  2.5765  -3.8583  2.6563
H  1.4320  -2.9032  2.9143
O  3.9557  1.3949  2.9933
H  3.3426  2.0578  2.6242
H  4.8778  1.6804  2.8851
O  0.8594  -1.0516  -3.5631
H  0.6208  -0.9791  -2.5815
H  0.0555  -1.5652  -3.8179
O  -3.6932  1.5317  -0.8632
H  -3.9878  2.4074  -1.2112
H  -2.8167  1.6782  -0.4908
O  -3.8567  1.0725  2.0839
H  -4.5365  1.2688  2.7167
H  -4.0290  1.5637  1.2305
O  -2.6374  -0.9426  -1.9191
H  -2.3485  -1.4381  -1.1164
H  -3.0479  -0.1575  -1.5276
O  -1.6500  -1.8829  -4.2737
H  -1.6842  -1.1760  -4.9525
H  -1.9281  -1.4197  -3.4247
O  1.6873  2.6888  1.3544
H  1.6968  3.5015  0.8678
H  1.2273  2.0858  0.7479
O  -2.9662  -1.7741  2.4337
H  -3.4009  -0.9689  2.2688
H  -2.9190  -2.2473  1.6033
O  2.8458  -2.2343  -0.8578
H  3.0691  -1.4831  -0.2844
H  2.9479  -1.8344  -1.7313
O  1.0566  0.6548  -0.4238
H  1.3910  -0.0236  0.1938
H  0.1078  0.6751  -0.3828

Results
Multiplicity: 1
LUMO: 0.14 eV

These are the natural (NBO) partial charges, in e, on atoms 1 to 8:
1 O -0.99
2 H 0.48
3 H 0.51
4 O -1.01
5 H 0.52
6 H 0.48
7 O -1.01
8 H 0.52

*Q*
This record from the Open Molecules 2025 dataset describes a 20-piece molecular cluster, H40O20 overall. The level of theory is ωB97M-V with the def2-TZVPD basis set.

Positions of all 60 atoms, in Å:
O  -0.3984  -2.4625  -4.1965
H  -1.1062  -1.7288  -3.7098
H  0.1193  -2.5499  -3.4394
O  -1.3654  1.4733  1.2333
H  -1.2021  1.6799  0.3145
H  -0.4986  1.7588  1.4880
O  -2.6969  3.5561  3.0004
H  -1.6968  3.6588  3.2423
H  -2.7712  2.6374  3.3326
O  -2.6335  3.7241  -2.2447
H  -2.8440  2.7647  -1.9254
H  -3.2203  4.0897  -1.5632
O  -1.1320  -0.2305  3.9120
H  -1.8140  -0.8611  4.0115
H  -1.1180  0.2735  3.0199
O  -4.2723  -0.3645  0.9390
H  -4.2462  -1.2270  0.6087
H  -3.7383  0.3629  0.5488
O  2.6390  -1.3218  3.5053
H  3.1494  -1.7390  4.2371
H  2.4990  -0.3670  3.8719
O  2.8698  0.1592  0.6351
H  3.0762  -0.1715  -0.2600
H  2.0132  -0.3069  1.0926
O  1.1850  1.5724  3.9310
H  1.6559  1.2180  4.7360
H  1.8633  1.9889  3.2730
O  -0.9880  -2.5462  0.2230
H  -1.5776  -1.7349  -0.0192
H  -0.0819  -2.2851  -0.0302
O  -3.2715  -3.3160  -1.4151
H  -3.8168  -3.1219  -2.2395
H  -2.4787  -3.8473  -1.6304
O  -4.1894  0.7994  -4.1873
H  -4.9371  1.1771  -3.8009
H  -3.7949  1.3823  -4.7395
O  0.5027  -1.1834  1.9612
H  0.3057  -0.5244  2.5336
H  0.9132  -1.9470  2.2248
O  4.1203  -3.6738  -0.6532
H  4.3678  -4.5472  -0.2994
H  3.7806  -2.9868  0.0188
O  0.5443  2.8104  -2.2840
H  1.3691  2.9597  -2.9694
H  0.3322  3.6981  -2.0690
O  2.9052  -1.7061  -3.4494
H  3.3043  -1.8281  -4.2810
H  2.0843  -1.8547  -3.7720
O  1.0177  0.1494  -2.0069
H  1.3217  -0.0712  -2.9953
H  0.9863  1.1194  -1.6059
O  -1.1119  -2.9864  3.2379
H  -1.4101  -3.9433  3.0791
H  -1.0076  -2.3389  2.3720
O  5.1955  -0.0042  -2.9663
H  4.2807  -0.1022  -3.2093
H  5.3362  -0.8363  -2.5811
O  0.3781  5.1948  0.9180
H  0.0519  5.6827  1.7142
H  1.2519  4.8250  1.3281

Results
Multiplicity: 1
LUMO: -0.37 eV

These are the natural (NBO) partial charges, in e, on atoms 1 to 8:
1 O -0.93
2 H 0.48
3 H 0.45
4 O -0.94
5 H 0.48
6 H 0.47
7 O -0.93
8 H 0.46

*P* is the most stable structure; the next one sits 204.7 kcal/mol above it.